A structure of composition C13H49CaN14O12 in a non-equilibrium geometry, computed with the ωB97M-V functional and the def2-TZVPD basis.

Computed properties:
E_tot = -2871.47221 hartree
expectation value of S² = 0.7545
2S+1 = 2
charge = +2

Element x y z (Å)
Ca -1.4199 3.5991 0.4353
C 0.3189 -0.9141 0.3010
C 0.0835 0.3535 -0.5144
O -0.5205 1.4434 0.1154
H 0.7562 -0.7739 1.2895
H 0.9795 -1.6078 -0.2191
H -0.6559 -1.3306 0.5551
H -0.6060 -0.0224 -1.2703
H 0.9381 0.6589 -1.1182
C 3.0086 -3.6089 2.7685
O 2.1999 -2.6376 3.4110
H 4.0658 -3.4262 2.9609
H 2.8491 -4.5833 3.2303
H 2.7736 -3.6489 1.7049
H 1.3539 -2.5773 2.9613
C 0.8420 3.7295 -2.2895
O -0.2341 4.3556 -1.6139
H 0.5367 3.0815 -3.1112
H 1.4497 4.4896 -2.7804
H 1.4388 3.1192 -1.6117
H -0.4900 5.1630 -2.0659
C -0.2639 -4.6616 -0.6516
O -0.8089 -4.7628 -1.8943
H -0.9679 -4.5324 0.1705
H 0.1951 -5.6194 -0.4069
H 0.5392 -3.9386 -0.5091
H -1.1490 -5.6500 -2.0315
C -2.1863 -0.5603 3.5504
O -2.6164 -1.9325 3.7862
H -2.9358 0.1596 3.8790
H -1.2314 -0.3950 4.0493
H -2.2345 -0.3581 2.4804
H -1.8109 -2.4369 3.6509
C -2.8094 -1.7599 -3.4608
O -3.1885 -0.6415 -3.8656
N -3.3555 -2.8643 -3.7655
N -1.7369 -1.9770 -2.8005
H -3.9590 -3.0312 -4.5579
H -3.2012 -3.5625 -3.0522
H -1.4066 -2.9288 -2.8722
H -1.2875 -1.2877 -2.2149
C 1.6686 4.3194 1.1007
O 0.5170 4.7091 0.9821
N 2.5732 4.9538 1.7796
N 2.0177 3.0666 0.9220
H 2.3589 5.8976 2.0681
H 3.4418 4.5050 2.0329
H 2.9475 2.7294 1.1267
H 1.3799 2.3957 0.5180
C -0.7772 2.5188 3.5848
O -1.4312 3.2044 2.8078
N 0.0905 1.5925 3.3035
N -0.8400 2.6968 4.8622
H 0.5893 1.1042 4.0336
H 0.1954 1.3241 2.3355
H -0.3262 2.0434 5.4359
H -1.5681 3.2720 5.2610
C -2.9265 3.0225 -2.3279
O -2.8577 3.5435 -1.2575
N -3.6420 3.3812 -3.3834
N -2.3030 1.8925 -2.5985
H -4.1732 4.2397 -3.4169
H -3.6684 2.8903 -4.2657
H -2.5244 1.4533 -3.4806
H -1.6296 1.4930 -1.9605
C 3.9990 -4.0498 -1.2006
O 4.6397 -3.5746 -0.3449
N 4.3110 -5.2857 -1.5721
N 2.9968 -3.5860 -1.9238
H 3.9949 -5.7256 -2.4245
H 5.0115 -5.7676 -1.0269
H 2.9078 -4.1573 -2.7520
H 2.4866 -2.7151 -1.8855
C 4.0608 0.2001 -0.4483
O 4.1546 0.1138 0.7530
N 4.0978 1.3203 -1.1984
N 3.9455 -0.7851 -1.2650
H 4.3457 2.0858 -0.5879
H 4.0088 1.3946 -2.2017
H 3.7776 -1.7051 -0.8834
H 4.1723 -0.6564 -2.2407
C -4.1900 1.5988 1.1158
O -3.7964 2.7243 1.2051
N -3.6976 0.6113 0.4611
N -5.3472 1.2218 1.7161
H -2.7542 0.5793 0.1018
H -4.0480 -0.3341 0.5207
H -5.8212 0.3652 1.4678
H -5.6212 1.7563 2.5281

Atoms 1-3, force components in eV/Å:
Ca -1.00 0.81 1.08
C -0.24 0.43 1.07
C 0.11 -0.23 1.09

Results of the Mulliken charge analysis, in e, for atoms 1 through 2: 1.002, -0.543

A cluster of 2 separate species, C5H4F2 in total in a non-equilibrium geometry, computed with the ωB97M-V functional and the def2-TZVPD basis.

Computed properties:
E_tot = -392.30741 hartree
energy relative to the best compared isomer or geometry (same formula, charge and spin) = 806.5 kJ/mol
charge = 0

Element x y z (Å)
C -1.0313 0.9201 -0.3274
C -0.3664 -1.0358 0.3597
C -0.2313 0.3139 0.8168
C 0.0686 -0.0334 -0.7123
C 1.0208 0.6704 0.1544
F 1.6451 1.7828 0.0465
F 3.0641 -1.7105 -0.4337
H -2.0564 0.3811 -0.4721
H -1.0105 2.0277 -0.4269
H 0.2938 -1.9000 0.5255
H -1.3965 -1.4163 0.4695

Atoms 1-3, force components in eV/Å:
C -3.19 0.23 -0.19
C 0.01 -3.54 -0.04
C 0.38 1.81 1.24

Results of the Mulliken charge analysis, in e, for atoms 1 through 2: -0.257, -0.364

A structure of composition C4H5FeO4 in a non-equilibrium geometry, computed with the ωB97M-V functional and the def2-TZVPD basis.

Computed properties:
E_tot = -1717.83401 hartree
expectation value of S² = 8.7626
2S+1 = 6
charge = +4

Element x y z (Å)
C -2.7874 0.7434 -0.1795
O -2.8513 1.9927 -0.2128
H -3.6901 0.1612 0.0505
H -3.6049 2.3784 0.2740
C -1.5195 0.0925 -0.4659
C -1.0636 -0.8687 0.5495
H -1.6896 -0.4664 -1.4118
H -0.5164 0.7179 -0.8661
H -1.7386 -1.4984 1.1484
O 0.1513 -1.1020 0.6604
C 2.4022 0.1800 -0.4712
O 1.8942 0.9524 -1.1937
O 2.6622 -0.2116 0.6201
Fe 1.7188 -1.1309 2.0126

Atoms 1-3, force components in eV/Å:
C -2.02 2.23 0.51
O 1.44 -1.55 0.42
H -0.01 -0.14 0.23

Results of the Mulliken charge analysis, in e, for atoms 1 through 2: -0.124, -0.127